(1)
This record from OMol25 describes a structure of composition C19H10Br3ILiN5O. The level of theory is ωB97M-V/def2-TZVPD.

The geometry in XYZ format:
```
40
C19H10Br3ILiN5O | OMol25 | ωB97M-V/def2-TZVPD
Br -3.79722 2.06858 4.96623
C -0.80865 -2.33682 3.17750
C 2.94660 2.66132 2.50686
C 0.69946 -2.60846 0.93822
H -3.65370 3.08901 2.15519
N -1.54517 -2.65013 -1.04340
N -0.05269 -1.52242 1.07053
H 1.26406 -2.68821 0.01722
C -3.08399 2.17265 2.20759
H 4.79964 5.79759 3.78847
C 4.28616 4.91493 3.43103
C 5.00049 3.78300 3.07052
Li -0.60682 -0.19185 -0.49428
C -0.80034 -1.37953 2.17033
C 2.90503 4.92261 3.33537
C 0.00271 -3.44787 3.03260
C -2.22939 0.28498 3.41674
Br 0.03856 -4.75798 4.39521
H 6.07952 3.76534 3.14391
C -2.05880 -2.04898 -1.88355
O -1.20555 0.38928 -2.03098
H 1.40439 -4.47043 1.75659
H -2.13378 -0.26644 4.33942
N -4.40307 -1.87949 -4.47870
N -1.71257 0.55750 1.11054
C -2.42576 1.67453 1.09301
C -2.96590 1.45660 3.38357
C 4.33094 2.66109 2.61082
H -1.44045 -2.23810 4.04655
H 4.88389 1.77544 2.32836
I 1.98771 0.92720 1.81127
C 0.77653 -3.60370 1.89779
H -2.47541 2.19124 0.14088
Br 0.34512 3.86667 2.78717
C 2.23527 3.79837 2.87512
C -3.57461 -1.51921 -3.76689
C -1.61763 -0.14079 2.24381
N -2.10592 0.10409 -2.87595
C -2.56251 -1.12383 -2.84619
H 2.33868 5.79854 3.61980
```

Results
Multiplicity: 1
Gap between HOMO and LUMO: 7.8 eV

Mulliken atomic charge list, values in e, 5 entries: number 1, Br, carries -0.16; number 2, C, carries -0.73; number 3, C, carries 0.20; number 4, C, carries -0.72; number 5, H, carries 0.47

(2)
This record from OMol25 describes a structure of composition C19H10BrCl2NOPd. The level of theory is ωB97M-V/def2-TZVPD.

The geometry in XYZ format:
```
35
C19H10BrCl2NOPd | OMol25 | ωB97M-V/def2-TZVPD
N -1.30213 1.59011 -0.80142
Cl -5.38080 3.95147 -2.99758
H -6.01090 1.19492 -3.01205
C 3.44191 -4.42189 2.11602
H 1.62129 -5.31457 1.32345
C -1.31565 3.95687 -1.05465
C 3.55205 -2.00996 1.92440
C 4.11223 -3.25467 2.32267
C -3.08478 0.16522 -1.50337
C -2.51647 1.53365 -1.37526
C -0.72059 2.74636 -0.64452
O -2.47963 -0.83859 -1.10718
C -2.54747 3.93091 -1.64044
C 1.65958 -0.68595 0.87283
H 4.27179 1.29937 1.93816
C -4.48193 2.54118 -2.42070
H -0.79321 4.89518 -0.90300
C -4.37273 0.15316 -2.11942
C 2.17094 -4.39902 1.49718
C 4.27274 -0.81219 2.15240
Br -0.08290 -3.33593 0.29574
H -3.03067 4.84384 -1.96652
H 5.24676 -0.86121 2.62968
C 3.72148 0.37689 1.76477
C 1.62614 -3.20709 1.11188
H 0.25956 2.72269 -0.17449
C -3.20461 2.69619 -1.82576
H 5.09064 -3.25534 2.79738
C 2.45391 0.42655 1.14557
C -5.03414 1.29625 -2.55518
Cl -5.16376 -1.39873 -2.33579
C 2.26347 -1.94165 1.29233
Pd -0.19928 -0.62194 -0.03666
H 3.87467 -5.36946 2.42228
H 2.08248 1.40735 0.86728
```

Results
Net charge: -2
Multiplicity: 1
Gap between HOMO and LUMO: 2.9 eV

Mulliken atomic charge list, values in e, 5 entries: number 1, N, carries 0.17; number 2, Cl, carries -0.34; number 3, H, carries 0.39; number 4, C, carries -0.25; number 5, H, carries 0.34

(3)
This record from OMol25 describes a structure of composition C19H10Cl3N4O5Ru. The level of theory is ωB97M-V/def2-TZVPD.

The geometry in XYZ format:
```
42
C19H10Cl3N4O5Ru | OMol25 | ωB97M-V/def2-TZVPD
Cl -4.56341 2.64111 -0.16983
H -0.09293 -0.81491 -5.38565
O -0.91557 2.74952 -1.02002
C -0.62158 2.99995 3.30154
C 2.21402 2.02010 -1.95299
C -0.27851 -0.24488 -3.33846
C 0.08204 0.51807 2.36739
N 1.70361 1.30792 -1.13589
O 2.08719 -5.24985 1.73817
H 1.07656 -2.95319 -4.81340
C 1.27138 -3.03907 1.74983
H 1.48551 -3.49134 -2.42000
H -0.77761 0.69538 -3.53380
H 0.97989 -1.93589 3.54831
C -0.44665 1.95891 4.20022
O 2.76670 2.67576 -2.75706
Cl -3.82967 2.78013 -2.97685
C -2.05727 2.23096 -1.07452
C 0.74572 -2.27777 -4.03621
C 0.91468 -1.89470 2.47006
H -0.58638 3.51455 1.20385
C 0.09994 -1.09329 -4.36016
N -0.06577 -0.53424 -2.05472
O 1.72785 -4.19505 3.71337
H 1.46801 -3.95716 -0.16055
H -0.88896 3.99423 3.62748
N -0.12830 1.53789 1.49138
Cl -2.91758 4.81050 -1.12562
C -3.30108 3.10337 -1.31405
H 0.05971 -0.11944 4.40733
N 0.45016 -0.81390 0.43410
C 1.73928 -4.31805 2.45996
C 0.56300 -1.69181 -1.73025
C 1.19803 -3.04442 0.35290
O -2.20384 0.98808 -0.95349
C 0.78071 -1.90128 -0.28824
C 0.49480 -0.77786 1.78546
Ru -0.07955 0.83249 -0.48649
H -0.58635 2.11831 5.26084
C -0.45650 2.74531 1.95399
C 0.97670 -2.58234 -2.70691
C -0.08796 0.70794 3.72894
```

Results
Multiplicity: 2
Gap between HOMO and LUMO (alpha / beta): 6.6 / 5.7 eV

Mulliken atomic charge list, values in e, 5 entries: number 1, Cl, carries -0.11; number 2, H, carries 0.40; number 3, O, carries -0.54; number 4, C, carries -0.87; number 5, C, carries 0.71

(4)
This record from OMol25 describes the ion C19H10F5O6S2 with charge -1. The level of theory is ωB97M-V/def2-TZVPD.

The geometry in XYZ format:
```
42
C19H10F5O6S2 | OMol25 | ωB97M-V/def2-TZVPD
C -2.84775 -3.08739 -1.76258
O 0.64334 -1.56089 1.70046
H -1.97534 -1.63361 -4.72795
H 5.20472 -1.65103 -2.05290
O -1.99713 1.66856 -0.93393
C 3.48455 -0.43829 1.22103
F -2.92790 1.83152 4.40535
C 3.35368 -1.46900 -0.98093
S 0.96372 -1.14404 0.35443
C 4.73248 -1.30600 -1.13472
C 0.23091 0.59175 0.10592
H 2.97962 -0.13159 2.13502
C -2.13344 -1.75314 -3.65513
O 0.57675 1.32975 1.23400
C 2.74202 -0.99952 0.18298
H -1.40012 0.24228 -3.16574
O -2.21444 -0.00209 0.95051
F 0.83021 1.12210 -1.00217
C -2.84541 3.35242 2.55944
C 4.86212 -0.28058 1.05893
H 5.43830 0.17868 1.86026
C -1.13145 1.62788 2.90513
H -2.63827 -2.13537 0.17640
C -2.00560 3.88687 1.49788
H 6.56037 -0.57608 -0.24300
C 5.48436 -0.70740 -0.11876
O -3.95999 3.83491 2.82642
C -0.47185 2.05362 1.73400
S -1.58723 0.44077 -0.28092
C -2.66097 -2.94183 -3.13914
F -0.59491 0.60962 3.60282
H -3.25751 -4.00244 -1.33384
H 2.75246 -1.94750 -1.75003
F -0.03949 3.78013 0.17617
C -1.79843 -0.70283 -2.79780
O 0.55539 -1.91503 -0.80487
C -0.85683 3.25819 1.11204
C -2.50106 -2.05147 -0.89897
H -2.92466 -3.76054 -3.81129
F -2.38752 5.03281 0.91631
C -1.95535 -0.88257 -1.42433
C -2.28232 2.23836 3.30352
```

Results
Net charge: -1
ΔE to the lowest compared entry with this formula, charge and spin: 0.00 kcal per mole
Structure (SMILES): O=S(=O)(c1ccccc1)C(F)(Oc1c(F)c(F)c([O-])c(F)c1F)S(=O)(=O)c1ccccc1
Multiplicity: 1
Gap between HOMO and LUMO: 5.6 eV

Mulliken atomic charge list, values in e, 5 entries: number 1, C, carries -0.74; number 2, O, carries -0.63; number 3, H, carries 0.36; number 4, H, carries 0.37; number 5, O, carries -0.69

(5)
This record from OMol25 describes a cluster of 2 separate species, C19H10F5O6S2 in total. The level of theory is ωB97M-V/def2-TZVPD.

The geometry in XYZ format:
```
42
C19H10F5O6S2 | OMol25 | ωB97M-V/def2-TZVPD
O 0.54446 -2.32618 -0.20257
C -0.02367 2.17005 -2.77981
C 0.36792 2.28566 -4.11514
O -0.89180 -0.51735 2.60549
S 1.27899 -1.10977 -0.45375
C 2.71301 -1.75126 1.79604
H 1.77914 -2.20593 2.12277
C -2.69426 1.01226 2.81284
C 2.75991 -1.12734 0.55005
H -1.52455 -0.88984 -2.90634
C 0.41468 0.27834 0.20249
H 0.37669 1.35383 -6.06338
O -1.40283 2.10171 -0.05087
O -6.19313 0.45357 2.23714
C 5.04688 -0.46921 0.92142
C -0.68706 1.01525 -2.35492
F -2.59903 -2.58013 2.04744
H 3.90901 0.02719 -0.85945
F 1.23280 1.28504 0.50736
C -4.97948 0.23070 2.32468
S -1.08651 0.80644 -0.60883
C -0.60591 0.11734 -4.59295
C -4.40581 -1.09068 2.08886
C 3.85383 -1.75690 2.59884
H -0.83246 -0.69416 -5.28649
O -2.02241 -0.29621 -0.54981
C 0.06830 1.26414 -5.02187
H 5.94513 0.04557 0.57729
F -4.51259 2.48385 2.95711
O 1.72918 -0.77467 -1.79347
C -3.08333 -1.33718 2.20004
H 0.18150 2.96281 -2.06158
F -1.84524 1.96434 3.22989
C -4.01698 1.26190 2.69842
F -5.26642 -2.07430 1.77446
C 3.91285 -0.47348 0.10710
C -2.10965 -0.29734 2.52885
H 3.81679 -2.26262 3.56403
H 5.90962 -1.13175 2.78301
C 5.01768 -1.11961 2.15838
H 0.91384 3.17451 -4.43612
C -0.98910 -0.00860 -3.25667
```

Results
Net charge: -1
ΔE to the lowest compared entry with this formula, charge and spin: 17.20 kcal per mole
Multiplicity: 1
Gap between HOMO and LUMO: 4.6 eV

Mulliken atomic charge list, values in e, 5 entries: number 1, O, carries -0.71; number 2, C, carries -0.41; number 3, C, carries -0.65; number 4, O, carries -0.51; number 5, S, carries 1.45

Question: The highest multiplicity belongs to which entry?
Answer: C19H10Cl3N4O5Ru

Question: What is the multiplicity in the third record?
Answer: 2

Please write out number 1 again, unchanged.
This record from OMol25 describes a structure of composition C19H10Br3ILiN5O. The level of theory is ωB97M-V/def2-TZVPD.

The geometry in XYZ format:
```
40
C19H10Br3ILiN5O | OMol25 | ωB97M-V/def2-TZVPD
Br -3.79722 2.06858 4.96623
C -0.80865 -2.33682 3.17750
C 2.94660 2.66132 2.50686
C 0.69946 -2.60846 0.93822
H -3.65370 3.08901 2.15519
N -1.54517 -2.65013 -1.04340
N -0.05269 -1.52242 1.07053
H 1.26406 -2.68821 0.01722
C -3.08399 2.17265 2.20759
H 4.79964 5.79759 3.78847
C 4.28616 4.91493 3.43103
C 5.00049 3.78300 3.07052
Li -0.60682 -0.19185 -0.49428
C -0.80034 -1.37953 2.17033
C 2.90503 4.92261 3.33537
C 0.00271 -3.44787 3.03260
C -2.22939 0.28498 3.41674
Br 0.03856 -4.75798 4.39521
H 6.07952 3.76534 3.14391
C -2.05880 -2.04898 -1.88355
O -1.20555 0.38928 -2.03098
H 1.40439 -4.47043 1.75659
H -2.13378 -0.26644 4.33942
N -4.40307 -1.87949 -4.47870
N -1.71257 0.55750 1.11054
C -2.42576 1.67453 1.09301
C -2.96590 1.45660 3.38357
C 4.33094 2.66109 2.61082
H -1.44045 -2.23810 4.04655
H 4.88389 1.77544 2.32836
I 1.98771 0.92720 1.81127
C 0.77653 -3.60370 1.89779
H -2.47541 2.19124 0.14088
Br 0.34512 3.86667 2.78717
C 2.23527 3.79837 2.87512
C -3.57461 -1.51921 -3.76689
C -1.61763 -0.14079 2.24381
N -2.10592 0.10409 -2.87595
C -2.56251 -1.12383 -2.84619
H 2.33868 5.79854 3.61980
```

Results
Multiplicity: 1
Gap between HOMO and LUMO: 7.8 eV

Mulliken atomic charge list, values in e, 5 entries: number 1, Br, carries -0.16; number 2, C, carries -0.73; number 3, C, carries 0.20; number 4, C, carries -0.72; number 5, H, carries 0.47

Question: multiplicity of number 4 (C19H10F5O6S2)?
Answer: 1